Entry 1:
{
  "formula": "C4H7NO",
  "method": "ωB97M-V/def2-TZVPD",
  "species": ["C", "H", "O", "N", "H", "H", "C", "H", "H", "H", "H", "C", "C"],
  "xyz": [[0.30, -1.18, -0.16], [-0.85, 1.72, -0.82], [1.96, 0.69, 0.35], [-0.85, 0.50, 1.06], [1.55, 0.78, 1.23], [1.31, 0.26, -1.51], [0.94, 0.21, -0.48], [-2.03, -0.84, -0.28], [-1.74, 0.96, 1.24], [0.66, -1.66, 0.76], [0.37, -1.89, -0.99], [-0.44, 0.85, -0.32], [-1.04, -0.48, -0.02]],
  "relative_energy_kcal_mol": 60.1,
  "smiles": "O[C@H]1C[C@H]2N[C@@H]12",
  "charge": 0,
  "mol_weight_da": 85.1,
  "lumo_energy_ev": 1.05
}

Entry 2:
{
  "formula": "C28H23BrN5OSSn",
  "method": "ωB97M-V/def2-TZVPD",
  "species": ["H", "H", "C", "H", "C", "C", "H", "O", "H", "H", "C", "C", "C", "H", "N", "H", "C", "H", "C", "S", "H", "H", "C", "C", "C", "H", "H", "C", "C", "Sn", "H", "H", "C", "C", "Br", "C", "C", "H", "C", "H", "N", "C", "C", "N", "N", "C", "H", "H", "C", "H", "C", "C", "H", "C", "C", "H", "C", "C", "H", "N"],
  "xyz": [[-1.83, 4.24, 1.40], [2.54, -3.76, 1.08], [-4.74, 0.22, -3.09], [-5.80, 0.08, -2.99], [-3.55, -1.50, -0.03], [-2.18, -1.26, -0.14], [-0.63, -2.60, 0.40], [0.86, 5.37, 3.43], [-2.39, 1.50, -5.15], [3.88, -2.39, 5.02], [-2.82, 1.02, -4.28], [0.28, 4.66, 1.30], [1.15, -2.93, -3.04], [1.91, 1.32, 4.16], [2.11, -1.74, 0.83], [3.55, -3.13, 2.73], [-3.90, -0.29, -2.06], [1.31, -4.48, -4.52], [1.49, 3.12, -0.07], [-0.28, 0.82, -3.49], [-3.91, -2.08, 0.81], [2.41, 2.77, -0.51], [1.52, -4.19, -3.51], [2.00, -3.36, -0.95], [-4.20, 0.86, -4.19], [-0.35, 7.55, 2.92], [2.48, -6.04, -2.96], [2.91, -0.50, 4.73], [0.29, 5.71, 2.42], [0.83, -0.09, -1.20], [1.45, 0.52, 1.86], [-1.65, 2.27, -0.09], [-4.41, -1.01, -0.97], [-1.23, -1.81, 0.86], [3.26, 0.10, 6.50], [-1.96, 0.57, -3.28], [-0.88, 3.96, 0.99], [2.91, -5.28, -0.64], [-2.49, -0.10, -2.13], [0.66, -2.23, -3.70], [0.38, 2.43, -0.33], [-0.77, 2.85, 0.16], [1.49, 4.24, 0.76], [-1.67, -0.56, -1.16], [-0.35, 6.84, 2.20], [2.25, -2.95, 0.42], [-4.84, 1.23, -4.97], [-5.47, -1.19, -0.90], [1.98, -0.11, 2.56], [-0.55, -1.03, 1.23], [3.14, -2.18, 3.03], [3.36, -1.76, 4.33], [2.41, 4.75, 0.99], [2.23, 0.34, 3.84], [2.41, -4.64, -1.34], [-1.76, -2.23, 1.71], [2.42, -1.38, 2.13], [2.17, -5.06, -2.64], [-0.80, 7.07, 1.33], [1.38, -2.52, -1.80]],
  "relative_energy_kcal_mol": 0.0,
  "charge": 3,
  "mol_weight_da": 676.2,
  "lumo_energy_ev": [-10.76, -12.15]
}